No. 1
Formula: C12H14BCl2MnN7OS2
Source: the OMol25 dataset
Level of theory: ωB97M-V with the def2-TZVPD basis set

For the HOMO-LUMO gap (spin up / spin down), the calculation gives 5.7017 / 7.8782 eV. As for the electronic energy: -103855.718 eV. The calculation puts the HOMO energy (spin up / spin down) at -11.506 / -11.747 eV. The calculation puts the LUMO energy (spin up / spin down) at -5.8 / -3.9 eV.

Structure (ORCA input):
```
! wB97M-V def2-TZVPD RIJCOSX def2/J DEFGRID3
* xyz 1 5
H 1.56 2.28 4.36
N 0.27 0.93 -1.66
C -1.34 -1.54 -3.77
H -1.22 -2.57 -4.08
C 4.93 -1.42 -0.72
C -1.21 1.45 3.16
N -0.51 -0.29 2.00
H -3.65 -0.92 -2.30
N -1.22 -1.47 -0.18
Cl 3.73 -2.39 0.22
H -2.20 -1.09 -4.27
Cl 4.18 0.09 -1.24
S 0.97 -2.15 -1.72
H -0.45 -0.97 -4.01
C -0.66 -1.67 -1.38
O 0.86 0.74 -0.49
H 5.75 -1.20 -0.05
H 1.68 2.91 2.70
C -1.32 2.14 -2.84
H -3.22 -0.95 0.41
S 2.23 0.10 2.02
N -1.06 3.30 0.48
H 0.36 3.44 3.75
C -2.54 -1.14 -0.40
H -1.15 -2.45 1.86
C 0.56 0.45 2.31
C 1.00 2.61 3.49
H 0.61 -2.01 1.04
C -0.85 2.68 -0.46
H -2.60 -0.10 2.46
C -0.58 1.90 -1.64
Mn 1.88 -0.79 -0.09
N -1.57 -1.46 -2.34
B -0.54 -1.65 1.23
C -2.76 -1.13 -1.73
C -1.61 0.32 2.55
N 0.15 1.53 3.00
H 5.21 -2.01 -1.58
N -1.95 2.29 -3.79
H -1.76 2.22 3.68
*
```



No. 2
Formula: C12H14BF3N6O2Pt
Source: the OMol25 dataset
Level of theory: ωB97M-V with the def2-TZVPD basis set

For the HOMO-LUMO gap (spin up / spin down), the calculation gives 7.0779 / 8.9125 eV. As for the electronic energy: -37779.479 eV. The calculation puts the HOMO energy (spin up / spin down) at -6.912 / -9.384 eV. The calculation puts the LUMO energy (spin up / spin down) at 0.2 / -0.5 eV.

Structure (ORCA input):
```
! wB97M-V def2-TZVPD RIJCOSX def2/J DEFGRID3
* xyz 0 3
F -3.45 0.00 3.36
H 4.04 -2.58 -2.09
H 0.13 2.41 1.16
H -1.44 0.31 -5.12
C -2.74 1.13 3.01
H 3.15 -0.68 -3.89
O -0.46 0.62 2.33
H -2.04 -2.64 -0.06
B 0.61 0.61 -3.13
C 0.28 2.42 0.08
N 1.59 -0.47 -2.53
Pt -0.46 -0.67 -0.33
C -1.64 0.75 1.94
N 0.19 1.31 -0.70
C -1.75 0.01 -4.15
N 0.57 1.66 -1.97
N -1.47 -0.28 -1.99
C 3.18 -1.95 -2.01
H -1.65 -1.64 1.38
O -2.09 0.55 0.75
F -2.19 1.64 4.14
N 1.29 -1.05 -1.34
C 2.25 -1.95 -0.99
H 1.01 1.05 -4.17
H -3.87 -0.62 -4.17
H -0.35 -2.86 0.85
F -3.63 2.03 2.52
C -1.22 -2.21 0.57
H 2.17 -2.53 -0.07
C 0.63 3.50 -0.73
H -0.31 -2.10 -1.03
C 0.83 2.98 -2.01
C -2.96 -0.46 -3.62
C 2.75 -1.00 -2.95
C -2.73 -0.65 -2.27
H 1.12 3.46 -2.96
H -3.41 -0.98 -1.49
N -0.84 0.08 -3.16
H 0.73 4.53 -0.42
*
```



No. 3
Formula: C12H14Cl2F8N2O3
Source: the OMol25 dataset
Level of theory: ωB97M-V with the def2-TZVPD basis set

For the HOMO-LUMO gap, the calculation gives 9.4360 eV. As for the electronic energy: -68577.710 eV. The calculation puts the HOMO energy at -9.060 eV. The calculation puts the LUMO energy at 0.4 eV. Its SMILES is [H]/N=C(/C)COC(=O)N/C(Cl)=C(\C)Cl.FC(F)C(F)(F)COC(F)(F)C(F)F.

Structure (ORCA input):
```
! wB97M-V def2-TZVPD RIJCOSX def2/J DEFGRID3
* xyz 0 1
H -0.83 4.23 -3.09
F 1.03 -6.58 -0.47
C -0.96 -6.03 0.57
H -0.42 1.00 1.02
H 0.07 5.12 -1.83
C -0.71 2.05 1.01
C 1.27 2.25 -0.18
C 1.31 3.98 -3.18
H 0.08 5.69 -3.50
O 2.26 1.67 0.13
H -1.51 -6.55 -0.22
H -3.06 2.13 1.68
Cl 3.02 1.94 -2.87
H 0.53 2.13 3.35
H -1.46 2.20 0.23
H 0.73 -2.97 -1.95
C -0.35 -2.25 -0.31
H 0.84 -1.39 1.30
C -1.32 2.42 2.34
F -0.31 -2.86 2.00
H -0.81 2.63 4.41
N -2.57 2.39 2.54
C -0.15 -1.83 1.15
O 0.46 2.85 0.74
C 0.63 -3.28 -0.90
F -1.10 -0.89 1.45
F -1.72 -5.02 1.04
F 1.14 -5.01 1.02
H -0.04 3.80 3.31
H 1.62 -3.19 -0.46
F -0.72 -6.89 1.59
C 1.62 2.87 -2.51
F -1.62 -2.65 -0.50
C 0.38 -5.51 0.04
H -0.13 2.78 -1.51
F -0.17 -1.10 -1.02
C -0.36 2.76 3.44
C 0.08 4.80 -2.88
Cl 2.29 4.54 -4.48
O 0.20 -4.62 -0.99
N 0.78 2.35 -1.49
*
```



No. 4
Formula: C12H14Cl3NO3
Source: the OMol25 dataset
Level of theory: ωB97M-V with the def2-TZVPD basis set

For the HOMO-LUMO gap, the calculation gives 9.6056 eV. As for the electronic energy: -57871.438 eV. The calculation puts the HOMO energy at -9.162 eV. The calculation puts the LUMO energy at 0.4 eV. Its SMILES is C[C@@H](OC(=O)[C@H]1CC=CC[C@@H]1C(N)=O)C(Cl)=C(Cl)Cl.

Structure (ORCA input):
```
! wB97M-V def2-TZVPD RIJCOSX def2/J DEFGRID3
* xyz 0 1
Cl -4.99 -1.13 0.85
C 2.21 1.95 0.56
H 1.84 1.29 -1.93
Cl -5.25 1.92 0.30
H 0.96 2.59 2.09
C -2.45 -1.07 -0.13
C 2.78 -1.28 -0.19
H -2.26 -0.49 -2.20
N 1.88 2.62 1.70
C -3.68 -0.25 0.18
O -1.30 -0.34 0.30
C 0.93 -0.16 1.05
H -2.49 -2.01 0.45
C -2.36 -1.40 -1.62
C 2.42 -0.64 -1.29
H 0.17 1.59 0.03
H 2.97 -0.39 1.73
C 1.10 1.01 0.07
C -3.82 1.06 -0.06
C 1.43 0.48 -1.33
O -0.18 -2.26 0.59
H 2.03 -1.89 1.70
H 0.51 0.14 -1.82
H 0.65 0.23 2.04
H -3.25 -1.94 -1.93
H 3.52 -2.06 -0.22
H 2.85 -0.92 -2.24
H 2.54 3.28 2.06
H -1.49 -2.03 -1.79
Cl -2.58 2.00 -0.77
C 2.23 -0.96 1.17
C -0.21 -1.06 0.62
O 3.28 2.09 0.02
*
```